[1]
Formula: C44H66F12O27
Source: OMol25
Level of theory: wB97M-V/def2-TZVPD

Output
- SMILES = CCOC(=O)C(F)(F)F.CCOC(=O)C(F)(F)F.CCOC(=O)C(F)(F)F.CCOC(=O)C(F)(F)F.C[C@H]1COC(=O)O1.C[C@H]1COC(=O)O1.C[C@H]1COC(=O)O1.C[C@H]1COC(=O)O1.C[C@H]1COC(=O)O1.CCOC(C)=O.CCOC(C)=O
- charge = 0
- HOMO (eV) = -10.343
- HOMO-LUMO gap (eV) = 10.671
- electronic energy (Eh) = -4946.1990

Structure (XYZ):
```
149
Properties=species:S:1:pos:R:3:lowdin_charge:R:1
C -0.15 5.56 -1.39 -0.054
C 1.03 5.07 -0.64 -0.169
O 2.21 5.46 -1.43 0.043
C 3.30 4.76 -1.25 -0.378
O 3.48 3.90 -0.41 0.138
C 4.44 5.27 -2.21 -0.532
F 4.75 6.50 -1.78 0.166
F 5.54 4.47 -2.12 0.135
F 4.09 5.24 -3.46 0.200
H -0.38 6.62 -1.27 0.086
H -1.02 4.96 -1.12 0.067
H 0.05 5.29 -2.46 0.104
H 1.22 4.04 -0.36 0.099
H 1.23 5.56 0.33 0.143
C -2.93 2.68 -4.10 -0.063
C -3.35 3.82 -3.20 -0.132
O -3.02 5.08 -3.92 0.039
C -2.83 6.20 -3.31 -0.405
O -2.98 6.40 -2.12 0.111
C -2.62 7.51 -4.27 -0.463
F -3.83 7.74 -4.87 0.132
F -2.30 8.54 -3.52 0.175
F -1.64 7.31 -5.23 0.117
H -1.91 2.90 -4.36 0.082
H -3.60 2.60 -4.98 0.097
H -3.07 1.79 -3.52 0.062
H -2.73 3.81 -2.29 0.108
H -4.40 3.79 -2.99 0.123
C -1.62 -0.78 -4.79 -0.023
C -0.16 -0.39 -5.14 -0.119
O 0.37 0.56 -4.12 0.047
C 1.61 0.75 -4.23 -0.445
O 2.48 0.24 -4.93 0.135
C 2.08 1.83 -3.20 -0.539
F 1.13 2.62 -2.73 0.179
F 2.66 1.18 -2.19 0.166
F 3.03 2.63 -3.74 0.161
H -1.54 -1.31 -3.79 0.080
H -1.85 -1.62 -5.42 0.071
H -2.29 0.04 -4.68 0.043
H -0.05 0.24 -6.03 0.128
H 0.52 -1.25 -5.26 0.119
C -0.97 -8.52 -1.12 -0.060
C -0.20 -7.24 -1.08 -0.155
O -0.58 -6.54 -2.35 0.038
C 0.08 -5.44 -2.62 -0.351
O 1.09 -5.01 -2.08 0.127
C -0.60 -4.72 -3.88 -0.532
F -0.55 -5.57 -4.92 0.161
F -1.86 -4.40 -3.59 0.168
F -0.02 -3.57 -4.20 0.165
H -2.05 -8.33 -0.96 0.092
H -0.65 -9.07 -0.25 0.074
H -0.83 -9.16 -2.04 0.107
H 0.87 -7.35 -1.04 0.090
H -0.49 -6.53 -0.28 0.126
C 4.14 1.45 2.99 -0.010
C 3.41 2.25 1.96 -0.296
C 2.35 1.49 1.16 -0.046
O 1.17 2.28 1.39 0.038
C 1.40 3.24 2.29 -0.562
O 0.57 4.03 2.73 0.098
O 2.67 3.31 2.62 0.115
H 4.81 0.73 2.54 0.093
H 3.39 0.93 3.62 0.088
H 4.69 2.05 3.70 0.089
H 4.08 2.76 1.31 0.117
H 2.10 0.53 1.54 0.090
H 2.53 1.48 0.09 0.111
C -2.18 6.83 1.72 0.023
C -1.97 5.45 2.49 -0.353
C -2.98 5.09 3.54 -0.109
O -3.31 3.74 3.30 0.067
C -2.99 3.47 2.02 -0.537
O -3.26 2.49 1.40 0.150
O -2.16 4.44 1.57 0.069
H -3.18 6.79 1.31 0.075
H -1.38 6.98 0.98 0.077
H -2.26 7.56 2.54 0.084
H -0.98 5.40 2.93 0.115
H -3.95 5.66 3.47 0.146
H -2.52 5.24 4.57 0.159
C -2.71 -2.03 1.87 -0.011
C -3.29 -3.04 2.79 -0.309
C -4.41 -2.52 3.61 -0.132
O -5.49 -3.35 3.28 0.065
C -5.17 -4.31 2.39 -0.616
O -5.97 -5.10 2.03 0.170
O -3.91 -4.15 2.08 0.110
H -1.82 -2.26 1.35 0.043
H -2.50 -1.15 2.53 0.101
H -3.55 -1.82 1.20 0.117
H -2.53 -3.48 3.41 0.145
H -4.63 -1.46 3.41 0.135
H -4.19 -2.62 4.71 0.139
C 6.17 -3.96 -0.79 -0.006
C 4.78 -4.21 -1.37 -0.308
C 4.96 -4.95 -2.67 -0.118
O 4.11 -6.04 -2.56 0.094
C 3.65 -6.18 -1.32 -0.618
O 3.04 -7.08 -0.90 0.182
O 3.99 -5.11 -0.59 0.077
H 6.11 -3.44 0.17 0.086
H 6.59 -3.34 -1.61 0.108
H 6.68 -4.89 -0.67 0.084
H 4.23 -3.29 -1.50 0.142
H 5.96 -5.32 -2.85 0.132
H 4.65 -4.38 -3.53 0.139
C 1.64 -5.93 2.40 0.004
C 1.61 -4.72 1.51 -0.364
C 0.25 -4.13 1.26 -0.052
O 0.39 -2.73 1.62 0.046
C 1.61 -2.55 2.14 -0.523
O 2.08 -1.53 2.59 0.130
O 2.33 -3.71 2.13 0.100
H 1.05 -6.74 1.94 0.099
H 1.24 -5.62 3.34 0.081
H 2.64 -6.25 2.68 0.097
H 2.09 -4.94 0.56 0.116
H -0.48 -4.45 1.96 0.121
H -0.17 -4.16 0.24 0.134
C -1.27 1.56 -1.00 -0.033
C -1.13 0.44 0.10 -0.102
O 0.10 -0.34 -0.25 0.008
C 0.09 -1.36 -1.03 -0.600
C 1.43 -1.81 -1.42 0.029
O -0.89 -1.97 -1.46 0.066
H -2.32 1.85 -0.88 0.066
H -1.00 1.27 -2.02 0.064
H -0.59 2.38 -0.73 0.061
H -0.92 0.90 1.06 0.099
H -2.02 -0.20 0.16 0.103
H 1.85 -2.71 -0.91 0.093
H 2.13 -1.12 -1.04 0.062
H 1.49 -1.95 -2.51 0.104
C 0.17 0.46 4.35 -0.028
C -1.07 1.37 4.24 -0.203
O -1.71 1.39 5.49 0.012
C -2.41 0.34 5.89 -0.518
C -2.82 0.34 7.31 0.019
O -2.70 -0.58 5.11 0.054
H 0.65 0.32 3.37 0.056
H -0.15 -0.53 4.74 0.089
H 0.87 0.91 5.04 0.079
H -0.80 2.41 4.03 0.116
H -1.71 0.93 3.52 0.093
H -3.90 0.43 7.48 0.097
H -2.24 1.06 7.92 0.096
H -2.51 -0.64 7.73 0.102
```

---

[2]
Formula: C44H66F4N2O21
Source: OMol25
Level of theory: wB97M-V/def2-TZVPD

Output
- SMILES = CCCCCCC[C@@](C#N)([C@H](F)CC)[C@](C)(C#N)C(F)(F)F.C[C@@H]1COC(=O)O1.C[C@@H]1COC(=O)O1.C[C@@H]1COC(=O)O1.C[C@@H]1COC(=O)O1.C[C@@H]1COC(=O)O1.C[C@@H]1COC(=O)O1.C[C@@H]1COC(=O)O1
- charge = 0
- HOMO (eV) = -10.385
- HOMO-LUMO gap (eV) = 10.595
- electronic energy (Eh) = -3805.3252

Structure (XYZ):
```
137
Properties=species:S:1:pos:R:3:lowdin_charge:R:1
C -1.99 2.35 -2.18 -0.088
C -1.35 1.28 -3.08 -0.242
C -1.52 -0.14 -2.53 -0.207
C -0.31 -0.53 -1.68 -0.173
C -0.24 -2.04 -1.34 -0.184
C -0.87 -2.40 0.01 -0.166
C -0.12 -1.74 1.19 -0.110
C 0.30 -2.63 2.38 -0.280
C 1.44 -3.46 1.97 -0.180
N 2.32 -4.13 1.67 0.226
C 0.89 -1.67 3.46 -0.248
F -0.12 -0.81 3.89 -0.012
C 2.09 -0.85 2.93 -0.162
C 1.85 0.66 2.95 -0.069
C -0.84 -3.56 2.92 -0.260
C -0.92 -4.94 2.19 0.012
C -2.15 -2.90 2.82 -0.150
N -3.15 -2.37 2.65 0.237
C -0.69 -3.93 4.43 -0.571
F -0.97 -2.91 5.25 0.172
F -1.58 -4.90 4.74 0.125
F 0.54 -4.40 4.70 0.158
H -1.49 3.30 -2.31 0.061
H -1.89 2.02 -1.15 0.057
H -3.05 2.45 -2.39 0.078
H -0.30 1.50 -3.23 0.101
H -1.84 1.35 -4.05 0.100
H -2.46 -0.23 -1.98 0.115
H -1.61 -0.80 -3.39 0.082
H -0.30 0.03 -0.75 0.103
H 0.57 -0.30 -2.28 0.108
H 0.77 -2.46 -1.38 0.099
H -0.83 -2.56 -2.09 0.074
H -1.90 -2.05 -0.01 0.112
H -0.92 -3.48 0.06 0.091
H 0.76 -1.26 0.77 0.114
H -0.72 -0.92 1.58 0.100
H 1.22 -2.20 4.35 0.142
H 2.94 -1.03 3.60 0.121
H 2.41 -1.15 1.94 0.099
H 1.02 0.95 2.31 0.074
H 2.74 1.13 2.55 0.058
H 1.72 1.04 3.96 0.085
H -0.47 -4.91 1.21 0.074
H -1.96 -5.22 2.07 0.102
H -0.39 -5.70 2.76 0.099
C -0.61 8.37 -1.92 -0.013
C -0.84 6.96 -1.43 -0.309
C -0.67 6.77 0.07 -0.091
O -0.22 5.41 0.16 0.064
C 0.39 5.10 -1.01 -0.582
O 1.04 4.12 -1.19 0.149
O 0.16 6.05 -1.94 0.081
H 0.45 8.56 -2.05 0.095
H -1.08 8.51 -2.89 0.055
H -1.03 9.10 -1.23 0.090
H -1.82 6.59 -1.76 0.160
H -1.60 6.89 0.62 0.140
H 0.10 7.42 0.49 0.137
C 5.12 3.62 -0.79 -0.011
C 5.24 4.03 0.65 -0.316
C 6.46 3.46 1.36 -0.090
O 6.00 3.34 2.71 0.065
C 4.66 3.22 2.69 -0.567
O 3.98 2.89 3.62 0.148
O 4.17 3.50 1.46 0.085
H 4.68 2.62 -0.87 0.085
H 4.47 4.30 -1.35 0.081
H 6.10 3.61 -1.28 0.090
H 5.21 5.12 0.76 0.155
H 7.33 4.11 1.31 0.136
H 6.72 2.47 0.99 0.139
C -1.26 8.76 -8.74 -0.020
C -1.37 8.94 -7.24 -0.322
C -0.22 8.35 -6.45 -0.089
O -0.85 7.99 -5.21 0.041
C -2.16 7.78 -5.46 -0.562
O -2.92 7.29 -4.69 0.173
O -2.49 8.20 -6.71 0.086
H -1.59 7.77 -9.03 0.094
H -1.89 9.48 -9.26 0.083
H -0.23 8.91 -9.07 0.088
H -1.51 9.99 -6.99 0.156
H 0.58 9.06 -6.27 0.139
H 0.19 7.45 -6.91 0.141
C -0.72 -6.52 7.16 -0.018
C -0.04 -7.85 7.39 -0.317
C -0.97 -9.03 7.53 -0.099
O -0.24 -9.90 8.40 0.062
C 0.61 -9.14 9.14 -0.563
O 1.21 -9.53 10.08 0.171
O 0.65 -7.88 8.65 0.084
H -1.07 -6.10 8.10 0.101
H -0.03 -5.81 6.72 0.065
H -1.57 -6.63 6.49 0.080
H 0.70 -8.04 6.60 0.158
H -1.18 -9.53 6.59 0.137
H -1.91 -8.76 8.02 0.139
C -2.14 1.77 3.82 -0.009
C -3.29 1.82 2.85 -0.308
C -3.13 0.91 1.65 -0.103
O -3.83 1.62 0.63 0.050
C -3.82 2.94 0.96 -0.574
O -4.13 3.82 0.22 0.156
O -3.39 3.11 2.22 0.086
H -1.32 2.40 3.48 0.097
H -2.43 2.12 4.81 0.086
H -1.77 0.75 3.92 0.066
H -4.24 1.62 3.36 0.158
H -3.55 -0.07 1.80 0.104
H -2.08 0.82 1.35 0.124
C -4.22 -6.05 -2.47 -0.019
C -4.03 -4.81 -3.33 -0.318
C -3.91 -5.08 -4.81 -0.091
O -3.07 -4.00 -5.25 0.074
C -2.32 -3.61 -4.20 -0.551
O -1.40 -2.87 -4.26 0.152
O -2.77 -4.17 -3.05 0.075
H -3.26 -6.53 -2.29 0.092
H -4.65 -5.79 -1.50 0.084
H -4.89 -6.76 -2.96 0.089
H -4.82 -4.09 -3.13 0.159
H -4.86 -5.04 -5.33 0.139
H -3.41 -6.03 -5.03 0.140
C 3.22 -3.11 -3.57 -0.013
C 4.50 -2.75 -2.84 -0.316
C 4.55 -3.18 -1.39 -0.095
O 5.40 -2.18 -0.81 0.064
C 5.30 -1.06 -1.57 -0.565
O 5.73 0.00 -1.25 0.153
O 4.65 -1.32 -2.72 0.086
H 2.44 -2.38 -3.35 0.080
H 3.37 -3.11 -4.65 0.084
H 2.87 -4.10 -3.28 0.091
H 5.36 -3.13 -3.39 0.155
H 4.99 -4.16 -1.25 0.139
H 3.57 -3.14 -0.90 0.118
```

---

[3]
Formula: C44H66O33
Source: OMol25
Level of theory: wB97M-V/def2-TZVPD

Output
- SMILES = C[C@H]1COC(=O)O1.C[C@H]1COC(=O)O1.C[C@H]1COC(=O)O1.C[C@H]1COC(=O)O1.C[C@H]1COC(=O)O1.C[C@H]1COC(=O)O1.C[C@H]1COC(=O)O1.C[C@H]1COC(=O)O1.C[C@H]1COC(=O)O1.C[C@H]1COC(=O)O1.C[C@H]1COC(=O)O1
- charge = 0
- HOMO (eV) = -10.069
- HOMO-LUMO gap (eV) = 9.787
- ΔE to the lowest compared entry with this formula, charge and spin (eV) = 3.8531
- electronic energy (Eh) = -4199.2258

Structure (XYZ):
```
143
Properties=species:S:1:pos:R:3:lowdin_charge:R:1
C 1.20 0.09 -0.80 -0.016
C -0.14 0.82 -0.83 -0.338
C -0.42 1.74 -2.02 -0.073
O -1.82 1.58 -2.17 0.100
C -2.24 0.54 -1.43 -0.531
O -3.31 0.02 -1.55 0.153
O -1.23 -0.09 -0.74 0.083
H 2.00 0.81 -0.59 0.086
H 1.42 -0.40 -1.74 0.068
H 1.11 -0.60 0.04 0.069
H -0.05 1.50 0.03 0.137
H 0.20 1.32 -2.81 0.135
H -0.02 2.72 -1.78 0.132
C -1.27 6.18 -2.15 -0.014
C -1.45 6.95 -0.85 -0.284
C -1.28 8.49 -0.97 -0.085
O -2.46 9.03 -0.41 0.070
C -3.38 8.07 -0.29 -0.595
O -4.51 8.28 0.03 0.160
O -2.83 6.86 -0.40 0.086
H -1.88 5.29 -2.09 0.091
H -0.23 5.84 -2.21 0.070
H -1.27 6.83 -3.03 0.081
H -0.87 6.48 -0.06 0.114
H -1.19 8.81 -2.01 0.125
H -0.39 8.82 -0.43 0.119
C -6.34 -1.39 -1.70 -0.023
C -6.41 -1.08 -3.17 -0.299
C -6.50 -2.23 -4.21 -0.073
O -7.59 -1.81 -5.04 0.070
C -8.17 -0.70 -4.58 -0.576
O -9.10 -0.14 -5.05 0.160
O -7.62 -0.34 -3.39 0.081
H -6.71 -0.56 -1.11 0.093
H -5.30 -1.65 -1.48 0.053
H -6.91 -2.28 -1.41 0.091
H -5.50 -0.55 -3.49 0.146
H -6.69 -3.19 -3.73 0.121
H -5.62 -2.37 -4.83 0.127
C -4.31 -1.42 1.58 -0.011
C -4.54 -2.93 1.54 -0.285
C -3.31 -3.85 1.37 -0.067
O -3.17 -4.43 2.66 0.066
C -4.21 -4.11 3.45 -0.576
O -4.33 -4.50 4.57 0.149
O -5.07 -3.29 2.82 0.101
H -3.84 -1.06 2.50 0.084
H -5.29 -0.94 1.52 0.085
H -3.77 -1.01 0.72 0.067
H -5.14 -3.03 0.63 0.136
H -2.39 -3.36 1.07 0.122
H -3.66 -4.56 0.62 0.132
C -0.51 1.21 3.48 -0.026
C -0.81 2.69 3.68 -0.253
C 0.50 3.51 3.53 -0.063
O 0.42 4.00 2.19 0.058
C -0.84 3.86 1.71 -0.584
O -1.24 4.39 0.72 0.157
O -1.59 3.21 2.59 0.100
H -0.19 0.84 4.45 0.089
H 0.22 1.02 2.70 0.085
H -1.43 0.69 3.23 0.086
H -1.41 2.84 4.57 0.153
H 1.38 2.88 3.60 0.096
H 0.58 4.35 4.23 0.133
C 3.84 -3.97 -5.40 -0.014
C 3.93 -3.68 -3.91 -0.323
C 5.32 -3.17 -3.50 -0.111
O 5.17 -1.77 -3.56 0.086
C 3.87 -1.48 -3.44 -0.561
O 3.45 -0.43 -3.10 0.170
O 3.09 -2.61 -3.46 0.072
H 2.78 -4.00 -5.66 0.080
H 4.17 -4.99 -5.55 0.092
H 4.26 -3.24 -6.09 0.097
H 3.86 -4.60 -3.33 0.147
H 6.13 -3.52 -4.14 0.139
H 5.56 -3.55 -2.50 0.122
C 5.11 -0.07 1.15 -0.021
C 5.22 0.70 2.44 -0.284
C 4.68 2.14 2.46 -0.068
O 3.46 2.11 3.22 0.040
C 3.45 0.93 3.91 -0.572
O 2.66 0.62 4.73 0.172
O 4.30 0.07 3.35 0.076
H 5.89 0.15 0.42 0.093
H 4.14 0.02 0.67 0.078
H 5.25 -1.13 1.42 0.084
H 6.23 0.69 2.86 0.152
H 4.55 2.55 1.46 0.136
H 5.29 2.87 3.00 0.130
C 5.14 7.04 1.57 -0.022
C 3.61 7.09 1.59 -0.317
C 3.06 8.12 0.60 -0.087
O 2.20 7.36 -0.25 0.052
C 2.27 6.04 0.06 -0.553
O 1.68 5.21 -0.54 0.170
O 3.11 5.85 1.10 0.084
H 5.57 7.98 1.89 0.090
H 5.47 6.78 0.57 0.094
H 5.39 6.34 2.37 0.082
H 3.26 7.38 2.58 0.151
H 3.83 8.49 -0.09 0.132
H 2.55 8.96 1.08 0.133
C -0.88 -4.09 -4.77 -0.036
C -1.44 -4.24 -3.39 -0.310
C -1.79 -2.88 -2.74 -0.079
O -3.08 -3.14 -2.20 0.070
C -3.61 -4.25 -2.68 -0.565
O -4.73 -4.62 -2.51 0.156
O -2.67 -4.97 -3.35 0.097
H -0.78 -5.14 -5.12 0.091
H 0.16 -3.77 -4.85 0.074
H -1.49 -3.89 -5.65 0.095
H -0.72 -4.77 -2.77 0.144
H -1.72 -2.10 -3.50 0.133
H -1.10 -2.42 -2.03 0.124
C 4.28 -5.44 0.51 -0.031
C 3.21 -4.41 0.79 -0.298
C 3.12 -3.39 -0.32 -0.062
O 1.71 -3.36 -0.69 0.053
C 1.07 -4.35 -0.02 -0.557
O -0.09 -4.58 -0.04 0.172
O 1.95 -5.10 0.68 0.078
H 4.23 -6.12 -0.33 0.092
H 4.32 -6.09 1.39 0.089
H 5.27 -4.98 0.61 0.089
H 3.29 -3.97 1.79 0.159
H 3.70 -3.62 -1.21 0.098
H 3.28 -2.34 -0.06 0.126
C -1.27 -2.97 6.14 -0.003
C -0.16 -2.84 5.10 -0.346
C 0.14 -4.07 4.28 -0.054
O 0.09 -3.58 2.91 0.033
C -0.26 -2.23 2.89 -0.514
O -0.35 -1.52 1.95 0.162
O -0.52 -1.87 4.17 0.077
H -2.18 -3.35 5.68 0.077
H -1.44 -1.99 6.60 0.088
H -0.91 -3.61 6.95 0.091
H 0.71 -2.58 5.71 0.151
H -0.55 -4.91 4.27 0.140
H 1.15 -4.39 4.54 0.128
```